Record 1
Molecular formula: C3H8FOP
Method: DFT, ωB97M-V with the def2-TZVPD basis set

For the HOMO energy (alpha / beta), the calculation gives -6.39 / -9.48 eV. Its spin multiplicity is 3. Its expectation value of S² is 2.008.

Last columns: bonded neighbours and bond lengths (Å).
Atoms and positions in Å:
1 C 0.799 1.854 -0.813  P6 1.714, H7 1.101, H8 1.074
2 C 1.833 -1.039 0.768  O4 1.421, H9 1.051, H10 1.036, H11 1.065
3 C -2.465 -0.579 -0.442  H12 1.145, H13 1.070, H14 1.052
4 O 0.799 -0.861 -0.190  C2 1.421, P6 1.551
5 F -0.117 0.766 1.239  P6 1.568
6 P -0.030 0.446 -0.294  C1 1.714, O4 1.551, F5 1.568
7 H 1.215 1.933 -1.829  C1 1.101
8 H 0.029 2.538 -0.508  C1 1.074
9 H 1.315 -0.703 1.618  C2 1.051
10 H 2.723 -0.521 0.650  C2 1.036
11 H 1.987 -2.075 0.959  C2 1.065
12 H -2.663 -0.704 0.678  C3 1.145
13 H -2.938 0.337 -0.724  C3 1.070
14 H -2.487 -1.391 -1.111  C3 1.052

Atom charges from the Löwdin analysis, given in e for atoms 1 to 6:
1 C -0.139
2 C -0.095
3 C -0.070
4 O -0.336
5 F -0.224
6 P 0.680

=====

Record 2
Molecular formula: C3H8I2Si
Method: DFT, ωB97M-V with the def2-TZVPD basis set

For the HOMO energy, the calculation gives -9.49 eV. Its SMILES is CC[Si](C)(I)I.

Last columns: bonded neighbours and bond lengths (Å).
Atoms and positions in Å:
1 C 1.076 -0.286 1.964  C2 1.580, H7 1.212, H8 1.087, H9 1.058
2 C 0.270 -0.885 0.744  C1 1.580, Si3 1.988, H10 1.093, H11 1.214
3 Si -0.280 0.668 -0.368  C2 1.988, C4 2.196, I5 2.513, I6 2.584
4 C -1.198 0.015 -2.253  Si3 2.196, H12 1.031, H13 1.101, H14 1.145
5 I -2.034 1.986 0.858  Si3 2.513
6 I 1.587 2.304 -1.081  Si3 2.584
7 H 1.683 0.746 1.779  C1 1.212
8 H 0.512 -0.031 2.858  C1 1.087
9 H 1.765 -1.048 2.217  C1 1.058
10 H -0.614 -1.493 0.953  C2 1.093
11 H 1.039 -1.559 0.091  C2 1.214
12 H -0.459 0.248 -2.933  C4 1.031
13 H -1.143 -1.083 -2.204  C4 1.101
14 H -2.204 0.418 -2.623  C4 1.145

Atom charges from the Löwdin analysis, given in e for atoms 1 to 6:
1 C -0.219
2 C -0.398
3 Si -0.112
4 C -0.221
5 I 0.337
6 I 0.306

=====

Record 3
Molecular formula: C3H8IN
Method: DFT, ωB97M-V with the def2-TZVPD basis set

For the HOMO energy, the calculation gives -8.69 eV. Its SMILES is CC(C)NI.

Last columns: bonded neighbours and bond lengths (Å).
Atoms and positions in Å:
1 C -0.386 1.204 0.889  C2 1.706, H6 1.065, H7 1.056, H8 1.142
2 C 0.131 -0.331 0.353  C1 1.706, C3 1.513, N4 1.470, H9 1.167
3 C 1.051 -0.087 -0.823  C2 1.513, H10 1.085, H11 1.119, H12 1.185
4 N -1.167 -0.971 0.099  C2 1.470, I5 2.048, H13 1.007
5 I -1.503 -2.919 -0.437  N4 2.048
6 H 0.442 1.726 1.309  C1 1.065
7 H -0.879 1.735 0.122  C1 1.056
8 H -1.128 1.034 1.739  C1 1.142
9 H 0.770 -0.982 1.082  C2 1.167
10 H 2.016 0.359 -0.607  C3 1.085
11 H 0.742 0.722 -1.533  C3 1.119
12 H 1.293 -1.052 -1.466  C3 1.185
13 H -1.382 -0.437 -0.727  N4 1.007

Atom charges from the Löwdin analysis, given in e for atoms 1 to 6:
1 C -0.035
2 C -0.507
3 C -0.142
4 N -0.567
5 I 0.693
6 H 0.044

=====

Record 4
Molecular formula: C3H8IN2O
Method: DFT, ωB97M-V with the def2-TZVPD basis set

For the HOMO energy, the calculation gives -13.31 eV. Its SMILES is C/[NH+]=C(/N)[C@@H](O)I. Its total charge is +1.

Last columns: bonded neighbours and bond lengths (Å).
Atoms and positions in Å:
1 C -1.313 0.708 1.327  N2 1.501, H8 1.127, H9 1.145, H10 1.136
2 N -0.890 0.667 -0.113  C1 1.501, C3 1.256, H11 1.027
3 C 0.033 0.059 -0.710  N2 1.256, N4 1.318, C5 1.842
4 N 0.210 -0.190 -1.992  C3 1.318, H12 1.004, H13 0.961
5 C 1.237 -0.826 0.368  C3 1.842, O6 1.508, I7 2.190, H14 1.084
6 O 1.834 -2.204 0.500  C5 1.508, H15 1.009
7 I 3.003 0.415 -0.001  C5 2.190
8 H -0.591 1.343 1.916  C1 1.127
9 H -2.356 1.123 1.552  C1 1.145
10 H -1.510 -0.252 1.902  C1 1.136
11 H -1.381 1.386 -0.657  N2 1.027
12 H -0.430 0.248 -2.630  N4 1.004
13 H 0.812 -0.759 -2.481  N4 0.961
14 H 0.839 -0.682 1.366  C5 1.084
15 H 1.980 -2.557 -0.434  O6 1.009

Atom charges from the Löwdin analysis, given in e for atoms 1 to 6:
1 C -0.030
2 N 0.055
3 C -0.331
4 N 0.207
5 C -0.554
6 O -0.156